Entry 1:
{
  "formula": "C16H26CaN4O9",
  "method": "wB97M-V/def2-TZVPD",
  "species": ["Ca", "N", "C", "C", "N", "C", "C", "N", "C", "C", "N", "H", "H", "H", "H", "H", "H", "H", "H", "H", "H", "H", "H", "H", "H", "H", "H", "H", "H", "O", "C", "O", "C", "C", "C", "C", "C", "O", "C", "C", "O", "O", "H", "H", "H", "H", "H", "H", "H", "H", "O", "C", "O", "C", "O", "O"],
  "xyz": [[-0.11012, 0.97358, 0.05940], [-2.71103, -1.76946, -0.97715], [-2.66932, -2.91852, -0.08657], [-1.46294, -3.03897, 0.83998], [-1.31605, -2.01724, 1.86511], [-2.50259, -1.55730, 2.55243], [-3.17590, -0.33145, 1.93824], [-2.21952, 0.70906, 1.59653], [-0.18739, -2.30095, 2.72475], [1.16480, -1.92526, 2.14760], [1.25081, -0.49878, 1.92883], [-2.53226, -2.02766, -1.93825], [-2.00263, -1.07465, -0.77925], [-2.67279, -3.83883, -0.68022], [-3.58905, -2.96001, 0.51334], [-0.55664, -3.02979, 0.22826], [-1.52383, -4.04276, 1.31824], [-2.21096, -1.29292, 3.57305], [-3.26679, -2.34724, 2.65816], [-3.93934, -0.00011, 2.66100], [-3.69705, -0.60326, 1.01986], [-1.74167, 1.11820, 2.39498], [-2.66308, 1.47939, 1.10344], [-0.16177, -3.37736, 2.99219], [-0.31795, -1.75046, 3.66062], [1.31580, -2.40533, 1.17886], [1.92979, -2.32102, 2.83779], [2.06146, -0.26413, 1.37016], [1.26275, 0.09579, 2.74941], [-0.80310, -0.22799, -3.99042], [-0.40228, 0.41065, -3.00899], [-1.06256, 0.71636, -1.97228], [1.05997, 0.92202, -3.06931], [1.34081, 2.21594, -2.28270], [2.58517, 2.90145, -2.84833], [3.70998, 1.95567, -2.35746], [2.90942, 0.91974, -1.56330], [1.85689, 1.72768, -1.00285], [2.15857, -0.04187, -2.49773], [1.72265, -1.27804, -1.68167], [2.34647, -2.33310, -1.87731], [0.82294, -1.07627, -0.81467], [1.26460, 1.08778, -4.12893], [0.47619, 2.84894, -2.09404], [2.69556, 3.90078, -2.42738], [2.53689, 2.98343, -3.93493], [4.40694, 2.48045, -1.70304], [4.27423, 1.49278, -3.16825], [3.45128, 0.43271, -0.75325], [2.82283, -0.39410, -3.28732], [0.66764, 4.24032, 2.85077], [0.26705, 3.42963, 2.01941], [0.66766, 2.22644, 1.85871], [-0.90453, 3.85655, 1.00626], [-1.54471, 4.87861, 1.24181], [-1.08135, 3.04090, 0.03643]],
  "energy_ha": -2199.38746,
  "e_lumo_ev": 4.9,
  "largest_force_ev_per_a": 1.1,
  "total_charge": -2,
  "relative_energy_kj_mol": 28.96
}

Entry 2:
{
  "formula": "C16H26Cl2F9InN3O2",
  "method": "wB97M-V/def2-TZVPD",
  "species": ["C", "C", "Cl", "C", "Cl", "In", "C", "N", "C", "C", "C", "F", "F", "C", "F", "F", "C", "F", "F", "C", "F", "F", "F", "H", "H", "H", "H", "H", "H", "H", "H", "H", "H", "H", "H", "C", "C", "O", "N", "C", "H", "H", "H", "H", "H", "H", "H", "C", "C", "O", "N", "C", "H", "H", "H", "H", "H", "H", "H"],
  "xyz": [[4.80204, -1.40881, -0.62590], [4.43951, -2.06688, -1.92831], [5.69117, -3.12979, -2.59028], [3.26296, -1.87163, -2.51892], [2.93655, -2.71382, -4.05023], [1.57736, -0.59554, -1.74591], [2.25246, 1.22852, -0.64651], [2.86804, 2.31447, -1.46641], [0.37678, -0.02398, -3.55723], [-1.14121, 0.15464, -3.42415], [-1.93416, -1.06310, -2.97507], [-1.19752, -2.18669, -2.91505], [-2.94349, -1.32046, -3.87118], [-2.67913, -0.83990, -1.64169], [-1.85058, -0.49956, -0.64304], [-3.52882, 0.20909, -1.84643], [-3.59077, -1.99451, -1.14771], [-4.62667, -2.19084, -1.98627], [-4.10635, -1.56854, 0.03991], [-2.90801, -3.36724, -0.87615], [-2.88584, -4.09416, -2.01613], [-1.66922, -3.23325, -0.38964], [-3.66138, -4.03947, 0.02255], [4.40229, -1.96092, 0.21284], [5.88250, -1.36381, -0.55888], [4.43196, -0.39277, -0.64083], [0.68159, -1.61401, -0.58643], [2.93257, 1.00422, 0.17226], [1.37172, 1.65336, -0.16890], [3.44652, 1.91509, -2.18686], [2.16568, 2.89616, -1.88769], [0.77916, 0.91370, -3.92408], [0.55884, -0.80567, -4.28610], [-1.54446, 0.38199, -4.40979], [-1.37861, 1.01647, -2.81159], [5.27194, 0.47558, 4.41828], [5.66111, 0.16435, 2.99076], [5.53068, -0.94456, 2.50908], [6.15479, 1.18745, 2.24027], [6.36367, 2.56808, 2.62733], [4.89250, -0.43209, 4.87592], [6.13510, 0.82476, 4.98691], [4.49208, 1.23732, 4.44693], [6.37966, 0.91844, 1.29552], [5.76828, 3.22823, 1.99400], [7.41666, 2.83589, 2.51555], [6.07437, 2.72597, 3.66037], [-7.85543, 1.35047, 3.33689], [-7.11721, 2.35281, 2.47847], [-7.16632, 3.55213, 2.70302], [-6.39319, 1.86307, 1.44147], [-6.22852, 0.47644, 1.03150], [-8.38366, 1.88852, 4.11741], [-8.57797, 0.79128, 2.74165], [-7.15789, 0.65151, 3.79921], [-5.92099, 2.57425, 0.90686], [-5.17839, 0.20657, 1.06294], [-6.59207, 0.34907, 0.01058], [-6.78270, -0.18793, 1.68492]],
  "energy_ha": -2949.34752,
  "e_lumo_ev": 2.4,
  "largest_force_ev_per_a": 1.0,
  "total_charge": -1
}

Entry 3:
{
  "formula": "C16H26Cl4F3N2O2S",
  "method": "wB97M-V/def2-TZVPD",
  "species": ["C", "C", "C", "N", "C", "C", "C", "N", "C", "S", "C", "C", "C", "F", "C", "F", "F", "C", "O", "O", "H", "H", "H", "H", "H", "H", "H", "H", "H", "H", "H", "H", "H", "H", "H", "H", "H", "H", "Cl", "C", "C", "Cl", "H", "H", "H", "H", "Cl", "C", "C", "Cl", "H", "H", "H", "H"],
  "xyz": [[3.85460, -4.10795, -0.74054], [2.70066, -3.54140, -1.25007], [1.95096, -2.42626, -0.58292], [1.51182, -1.42273, -1.55026], [0.08792, -1.16455, -1.57765], [-0.60881, -0.89115, -0.23360], [-2.10153, -0.51566, -0.40860], [-2.26187, 0.88219, -0.85004], [2.34819, -0.24141, -1.71402], [4.13239, -0.56708, -1.44168], [1.96100, 1.01317, -0.88974], [2.30249, 0.96422, 0.62233], [3.48631, 1.79556, 1.03565], [4.14884, 2.58031, 0.16809], [3.88990, 1.83034, 2.29951], [3.64170, 0.80985, 3.10616], [4.50434, 2.86559, 2.84399], [2.18284, 0.21050, -3.24813], [1.29423, 1.05439, -3.52409], [2.97120, -0.31494, -4.03513], [3.82382, -5.12157, -0.34078], [4.81045, -3.59311, -0.78338], [2.30841, -3.92859, -2.19571], [1.10627, -2.95262, -0.13025], [2.53378, -2.03825, 0.26049], [-0.39507, -2.06182, -1.99038], [-0.18077, -0.35861, -2.26056], [-0.60368, -1.77753, 0.41374], [-0.16152, -0.08967, 0.35913], [-2.61015, -1.22316, -1.06011], [-2.51881, -0.56572, 0.60118], [-2.15408, 0.89371, -1.85940], [-1.48835, 1.42565, -0.48622], [4.66735, 0.66486, -1.38436], [2.53037, 1.83826, -1.31682], [0.91673, 1.29759, -0.99433], [1.45278, 1.40829, 1.15406], [2.41047, -0.04197, 1.02409], [-5.02461, 0.26350, -2.26118], [-6.44414, -0.73794, -1.87588], [-6.79512, -0.69156, -0.41027], [-5.57967, -1.51110, 0.60161], [-6.23965, -1.75460, -2.20377], [-7.27577, -0.34881, -2.46257], [-7.74188, -1.20419, -0.24370], [-6.89102, 0.33233, -0.05735], [-2.62448, 3.94823, 3.99223], [-1.41749, 2.70388, 4.40731], [-0.08096, 2.96789, 3.76211], [-0.13009, 2.74842, 1.99642], [-1.81689, 1.73659, 4.11240], [-1.30972, 2.71662, 5.49103], [0.65777, 2.26481, 4.14670], [0.26856, 3.97719, 3.96526]],
  "energy_ha": -3423.67374,
  "e_lumo_ev": 2.2,
  "largest_force_ev_per_a": 2.5,
  "total_charge": -1,
  "relative_energy_kj_mol": 142.69
}

Entry 4:
{
  "formula": "C16H26Cl4O6",
  "method": "wB97M-V/def2-TZVPD",
  "species": ["O", "C", "O", "C", "C", "C", "H", "H", "H", "H", "H", "H", "O", "C", "O", "C", "C", "C", "H", "H", "H", "H", "H", "H", "O", "C", "O", "C", "C", "C", "H", "H", "H", "H", "H", "H", "Cl", "C", "C", "Cl", "H", "H", "H", "H", "Cl", "C", "C", "Cl", "H", "H", "H", "H"],
  "xyz": [[18.19576, 29.22893, -15.02898], [19.32665, 28.82978, -15.02367], [19.81764, 28.03881, -14.04901], [21.24474, 27.90030, -14.15574], [21.64964, 29.04816, -15.07395], [20.44486, 29.20585, -15.98692], [21.45453, 26.89272, -14.51580], [21.73276, 27.99951, -13.18819], [22.61366, 28.93317, -15.56943], [21.76717, 29.94752, -14.46292], [20.51541, 28.57889, -16.87372], [20.28280, 30.23949, -16.28414], [21.09132, 27.33916, -8.94049], [20.10488, 27.47007, -9.58931], [18.96920, 28.01293, -9.04460], [17.85453, 27.86533, -9.89551], [18.30549, 26.95923, -11.07562], [19.80434, 27.12467, -11.03388], [17.44148, 28.78577, -10.31861], [16.99671, 27.40530, -9.40639], [17.89439, 27.37677, -11.99680], [17.89195, 25.95490, -10.99666], [20.02182, 28.06938, -11.54276], [20.38013, 26.29982, -11.43670], [17.99873, 34.84219, -12.31020], [17.33854, 33.86339, -12.49871], [17.69927, 32.64965, -12.03207], [16.63822, 31.67981, -12.12924], [15.50332, 32.37144, -12.90201], [16.00052, 33.77997, -13.21354], [16.35549, 31.44631, -11.10546], [16.98849, 30.79804, -12.66155], [14.60105, 32.40675, -12.28474], [15.12852, 31.86269, -13.78765], [15.33977, 34.53047, -12.78549], [16.10811, 33.96104, -14.27993], [12.22997, 31.68609, -14.10692], [12.06987, 30.25681, -15.12595], [13.02526, 30.16656, -16.29167], [14.76394, 30.12585, -15.70809], [11.04090, 30.24633, -15.48219], [12.21602, 29.34360, -14.54699], [12.98259, 30.98807, -16.99862], [12.98489, 29.20624, -16.79376], [12.97466, 26.75051, -13.46212], [14.64014, 27.35216, -13.76709], [15.01042, 28.47098, -12.78841], [14.73548, 27.89672, -11.12204], [14.56184, 27.75699, -14.76799], [15.30264, 26.50676, -13.62031], [14.37961, 29.33691, -12.96826], [16.06265, 28.72126, -12.89925]],
  "energy_ha": -2917.49721,
  "e_lumo_ev": 0.4,
  "largest_force_ev_per_a": 1.8,
  "smiles": "O=C1CCCO1.O=C1CCCO1.O=C1CCCO1.ClCCCl.ClCCCl"
}